Record 1
Entry from the OMol25 dataset: a molecular structure, C10H6LuN2O5 in a non-equilibrium geometry (ωB97M-V/def2-TZVPD).

## Properties
Relative energy (zero: lowest compared OMol25 entry of this formula, charge and spin), kcal/mol: 0.0
Net charge: +3
E_LUMO, eV: -13.835
E, Eh: -2104.80298

Positions of all 24 atoms, in Å:
O1 -0.513 0.388 -4.735
C1 -0.607 0.764 -3.647
Lu1 -0.735 1.363 -1.381
O2 -2.216 4.638 -1.651
C2 -1.744 3.584 -1.627
C3 -1.118 2.512 0.618
O3 -1.274 2.995 1.652
C4 1.107 2.760 -1.020
O4 1.977 3.475 -0.759
C5 -2.932 0.918 -0.758
O5 -4.006 0.733 -0.378
N1 1.779 -3.463 2.028
C6 1.222 -2.406 1.394
C7 -0.025 -1.882 1.804
C8 -0.575 -0.807 1.121
N2 0.035 -0.260 0.024
C9 1.264 -0.732 -0.344
C10 1.874 -1.795 0.304
H1 1.317 -3.911 2.799
H2 2.666 -3.835 1.728
H3 -0.562 -2.316 2.642
H4 -1.524 -0.348 1.414
H5 1.741 -0.223 -1.194
H6 2.848 -2.151 -0.034


Record 2
Entry from the OMol25 dataset: a molecular structure, C31H52AlP2 in a non-equilibrium geometry (ωB97M-V/def2-TZVPD).

## Properties
Relative energy (zero: lowest compared OMol25 entry of this formula, charge and spin), kcal/mol: 29.6
Net charge: +1
E_LUMO, eV: -3.166
E, Eh: -2137.27556

Positions of all 86 atoms, in Å:
Al1 0.158 -0.127 0.293
C1 -1.943 1.632 -0.222
C2 -2.476 0.774 -1.205
C3 -2.082 -0.537 0.656
C4 -1.753 0.862 0.980
C5 -2.534 -0.549 -0.696
C6 -1.879 3.113 -0.291
H1 -1.530 3.472 -1.269
H2 -1.202 3.511 0.474
H3 -2.870 3.560 -0.116
C7 -2.010 1.470 2.329
H4 -1.295 2.267 2.578
H5 -2.012 0.725 3.133
H6 -3.014 1.930 2.328
C8 -2.543 -1.565 1.649
H7 -3.610 -1.788 1.483
H8 -2.459 -1.239 2.692
H9 -2.000 -2.515 1.533
C9 -3.251 -1.683 -1.315
H10 -4.325 -1.463 -1.414
H11 -3.138 -2.603 -0.728
H12 -2.860 -1.888 -2.311
C10 -3.132 1.247 -2.446
H13 -4.084 1.761 -2.222
H14 -3.373 0.417 -3.116
H15 -2.505 1.966 -2.983
C11 1.575 0.365 -2.555
C12 0.477 1.107 -2.757
C13 -0.082 1.316 -4.137
C14 -0.962 0.160 -4.699
C15 -0.932 -1.129 -3.935
C16 0.185 -1.862 -3.816
C17 1.494 -1.443 -4.425
C18 2.290 -0.316 -3.691
H16 0.720 1.508 -4.870
H17 -0.657 -0.009 -5.748
H18 -0.701 2.227 -4.126
H19 2.609 0.415 -4.455
H20 2.079 0.302 -1.578
H21 -0.040 1.650 -1.947
H22 3.219 -0.763 -3.306
H23 2.142 -2.333 -4.457
H24 0.147 -2.901 -3.475
H25 1.358 -1.126 -5.473
H26 -2.001 0.512 -4.736
H27 -1.913 -1.538 -3.682
P1 1.943 1.748 0.699
C19 1.787 2.645 2.283
H28 2.543 3.440 2.308
H29 1.945 1.971 3.135
H30 0.790 3.099 2.371
C20 3.704 1.291 0.774
H31 4.301 2.209 0.880
H32 4.002 0.766 -0.142
H33 3.903 0.646 1.637
C21 2.010 3.131 -0.479
H34 2.217 2.756 -1.487
H35 2.805 3.822 -0.166
H36 1.046 3.652 -0.492
P2 1.096 -2.394 0.052
C22 -0.134 -3.371 -0.866
H37 0.372 -4.221 -1.341
H38 -0.607 -2.750 -1.638
H39 -0.913 -3.730 -0.179
C23 2.546 -2.378 -1.046
H40 2.246 -2.051 -2.048
H41 2.971 -3.388 -1.095
H42 3.300 -1.680 -0.652
C24 1.604 -3.537 1.375
H43 2.193 -4.348 0.933
H44 0.719 -3.949 1.878
H45 2.211 -3.029 2.131
C25 0.447 -0.351 2.327
C26 1.453 -0.750 3.382
C27 2.819 -1.048 3.196
C28 3.605 -1.395 4.295
C29 3.040 -1.522 5.561
C30 1.675 -1.271 5.754
C31 0.898 -0.878 4.675
H46 -0.405 -1.026 2.498
H47 0.109 0.650 2.643
H48 3.241 -1.087 2.190
H49 4.671 -1.584 4.135
H50 3.666 -1.825 6.400
H51 1.214 -1.382 6.737
H52 -0.172 -0.693 4.801


Record 3
Entry from the OMol25 dataset: 2 unconnected molecules or ions with the total composition C5H10N2Si in a non-equilibrium geometry (ωB97M-V/def2-TZVPD).

## Properties
Relative energy (zero: lowest compared OMol25 entry of this formula, charge and spin), kcal/mol: 116.0
Net charge: 0
E_LUMO (alpha / beta), eV: -0.377 / -0.587
E, Eh: -595.36501

Positions of all 18 atoms, in Å:
C1 2.570 1.684 -0.301
C2 1.282 1.886 -0.907
C3 2.054 -0.120 -1.250
C4 0.015 -0.837 1.477
C5 -0.164 0.347 -2.232
N1 2.951 0.435 -0.503
N2 0.960 0.660 -1.459
Si1 -1.446 -1.025 0.364
H1 3.168 2.468 0.126
H2 0.614 2.723 -0.793
H3 2.129 -1.138 -1.731
H4 0.603 0.055 1.084
H5 -0.487 -0.578 2.481
H6 0.697 -1.706 1.476
H7 0.014 -0.338 -3.117
H8 -0.627 1.249 -2.606
H9 -1.592 -2.122 -0.631
H10 -2.700 -0.937 1.094


> Among the records above, which one has the lowest E?

C31H52AlP2